1.
Here is C30H21IN5O6Se2V as an isolated structure from OMol25. Energies are from wB97M-V/def2-TZVPD.

```
66
Properties=species:S:1:pos:R:3:forces:R:3:mulliken_spin:R:1
V 0.3171 -0.1933 0.7380 0.9679 -2.6731 3.2144 1.05
Se 3.1778 -1.6239 2.6249 0.7418 0.3251 -0.2021 0.00
Se 0.9220 -1.9937 2.3220 -0.5931 -0.7922 1.0229 0.00
C 0.1806 -0.8454 3.7030 0.1000 -0.1556 0.1712 -0.01
C -0.1522 -1.3206 4.9562 0.1019 -0.0879 -0.1760 -0.01
C -0.8430 -0.4582 5.7944 -0.0075 0.1781 -0.1251 0.00
C -1.1550 0.8137 5.3412 0.0698 -0.1361 -0.0369 0.00
C -0.7489 1.1945 4.0682 -0.0863 0.1634 0.1226 0.00
N -0.0855 0.3753 3.2629 0.2631 -0.3421 -0.4702 0.01
C 3.5024 -0.7251 0.9365 0.1520 -0.1569 0.2666 0.00
C 4.7510 -0.8989 0.3431 -0.2268 0.0316 0.3130 0.00
C 4.9718 -0.3506 -0.9064 -0.2626 0.1064 0.0763 0.00
C 3.9568 0.3956 -1.4943 0.0032 -0.0319 0.1877 0.00
C 2.7664 0.5666 -0.8102 0.3712 0.2654 -0.5484 0.01
N 2.5364 -0.0042 0.3776 -0.4605 -0.0290 0.4492 -0.01
H 0.1012 -2.3263 5.2591 -0.0324 -0.0269 -0.0181 0.00
H -1.1469 -0.7870 6.7749 -0.0332 -0.0040 0.1320 0.00
H -1.7150 1.4961 5.9589 -0.0471 0.1075 0.0289 0.00
H -0.9805 2.1782 3.6786 0.0232 0.0027 -0.0080 0.00
H 5.5092 -1.4576 0.8712 0.0541 -0.1333 -0.1166 0.00
H 5.9082 -0.5114 -1.4181 0.0982 0.0217 -0.0109 0.00
H 4.0870 0.8304 -2.4709 -0.0394 0.1220 -0.0857 0.00
H 1.9625 1.1643 -1.2322 0.0658 -0.1274 0.0605 0.00
N 0.5254 -1.1583 -0.5905 -0.0980 -0.8840 -2.7893 -0.18
C 0.5575 -1.9361 -1.5900 0.0351 -0.7387 -0.1444 0.03
C 0.4857 -1.4478 -2.9611 -0.1200 0.3433 -0.3407 0.02
C -0.1057 -0.2073 -3.2253 -0.0020 -0.2563 0.2614 0.02
C -0.1901 0.2506 -4.5224 -0.0192 0.1207 -0.0548 -0.01
C 0.3249 -0.5077 -5.5635 0.0463 -0.0902 0.0798 0.02
C 0.9211 -1.7350 -5.3058 -0.0079 0.1043 -0.1550 -0.01
C 1.0020 -2.2106 -4.0126 -0.0427 0.0342 0.1911 0.02
C 0.5871 -3.3824 -1.3063 0.0519 -0.1994 0.1393 0.00
C -0.3424 -4.2138 -1.9290 0.1697 0.1110 0.1697 0.02
C -0.4410 -5.5355 -1.5347 -0.0044 -0.0309 0.0403 -0.01
C 0.3911 -6.0361 -0.5448 -0.0005 -0.0130 -0.0265 0.01
C 1.3366 -5.2175 0.0552 0.0563 0.0481 0.0170 -0.01
C 1.4284 -3.8894 -0.3152 0.1220 0.1344 -0.1968 0.02
H -0.5202 0.3644 -2.4028 0.0602 -0.0041 -0.1511 0.01
H -0.6618 1.1983 -4.7255 -0.0545 0.1271 -0.0274 0.00
H 0.2609 -0.1427 -6.5765 -0.0168 0.0248 -0.1131 0.00
H 1.3169 -2.3179 -6.1220 0.0705 -0.0829 -0.0703 0.00
H 1.4728 -3.1619 -3.8107 0.0029 -0.0617 0.0143 0.00
H -1.0042 -3.8093 -2.6791 -0.0688 0.0087 -0.0917 0.00
H -1.1819 -6.1682 -1.9935 -0.0890 -0.1424 -0.0646 0.00
H 0.3096 -7.0686 -0.2431 -0.0228 -0.1069 0.0171 0.00
H 2.0007 -5.6082 0.8118 0.0409 -0.0755 0.0423 0.00
H 2.1958 -3.2473 0.1170 -0.1459 -0.1048 -0.0392 0.00
I -2.1205 -1.2143 0.9894 -0.0273 -0.0766 0.0124 -0.02
O 0.1028 2.4193 -1.3150 -0.3462 0.2500 0.4619 -0.01
C -0.4643 2.3026 -0.2484 -0.5008 1.9273 -2.2263 0.01
O -0.1025 1.4049 0.6073 -0.7490 3.2588 0.7900 0.02
C -1.5970 3.1904 0.1843 -0.0865 0.0384 0.1715 0.00
C -1.6409 4.4997 -0.2846 0.0112 0.0857 -0.1122 0.00
C -2.6422 5.3508 0.1576 0.0280 -1.0030 0.2762 0.00
C -3.6451 4.9139 1.0120 -0.0525 0.0737 0.0549 0.00
C -3.5902 3.6035 1.4590 0.7902 0.3047 -0.7146 0.00
C -2.5713 2.7439 1.0723 -0.0886 -0.0440 0.1107 0.00
N -4.5919 3.1128 2.4003 0.2420 0.1091 -0.0629 0.00
O -5.6528 3.6770 2.4252 -0.5040 0.2200 0.0649 0.00
O -4.2540 2.1834 3.0971 -0.0273 -0.4521 0.3483 0.00
N -2.6170 6.7543 -0.2582 0.0161 -0.1979 0.0643 0.00
O -1.6907 7.0975 -0.9494 0.3193 0.2469 -0.3375 0.00
O -3.5099 7.4558 0.1414 -0.3875 0.3926 0.1025 0.00
H -0.8965 4.8558 -0.9821 0.0377 0.0400 0.0399 0.00
H -4.4265 5.5882 1.3352 0.0081 -0.0401 -0.0145 0.00
H -2.5819 1.7303 1.4514 0.1301 -0.0269 0.0156 0.00
```
Positions in Å, forces in eV/Å.

Calculated values
* spin multiplicity: 2
* E_LUMO (spin up / spin down): -4.416 / -4.237 eV
* expectation value of S²: 0.785
* ΔE to the lowest compared entry with this formula, charge and spin: 126.7 kJ/mol
* Kohn-Sham gap (spin up / spin down): 6.94 / 7.30 eV
* net charge: +1



2.
Here is C30H21IrN2O5P2S as an isolated structure from OMol25. Energies are from wB97M-V/def2-TZVPD.

```
62
Properties=species:S:1:pos:R:3:forces:R:3:mulliken_charge:R:1
Ir -0.7238 -1.1806 -1.1866 -0.6299 1.1663 -0.4507 1.88
N 0.9506 0.8856 -0.2015 0.0529 0.3692 0.5686 -0.10
P 1.3375 -0.7403 -0.4724 0.4524 0.1969 -0.3435 0.25
C 1.9849 -1.4130 1.0605 -0.0140 -0.1516 0.0639 0.39
C 1.4426 -2.5527 1.6467 0.0941 0.0470 0.0447 -0.22
C 1.9577 -3.0142 2.8526 -0.0126 0.0103 -0.0542 -0.81
C 3.0065 -2.3455 3.4616 0.0226 0.0168 0.0095 -0.38
C 3.5605 -1.2147 2.8690 0.0092 -0.0056 0.0139 -0.80
C 3.0539 -0.7490 1.6696 -0.0530 -0.0343 0.0020 -0.26
C 2.7334 -0.7323 -1.6089 -0.0541 -0.1426 -0.1369 0.86
C 3.5076 -1.8860 -1.7306 0.0179 0.0322 0.0463 -0.64
C 4.4857 -1.9631 -2.7086 -0.0250 0.0042 0.0001 -0.67
C 4.6936 -0.8916 -3.5671 0.0063 -0.0001 0.0023 -0.47
C 3.9214 0.2554 -3.4522 -0.0178 -0.0013 0.0054 -0.71
C 2.9326 0.3333 -2.4821 0.0443 0.0206 0.0188 -0.61
P -0.7357 0.9785 -0.4390 0.8223 -0.3139 0.8606 0.31
C -0.9167 2.5298 -1.3320 -0.2949 -0.3146 -0.4793 0.77
C -0.5933 2.5352 -2.6910 -0.0361 -0.0281 0.0420 -0.59
C -0.6111 3.7209 -3.4033 -0.0059 0.0307 0.0148 -0.86
C -0.9602 4.9040 -2.7622 0.0079 -0.0193 -0.0199 -0.48
C -1.2871 4.8990 -1.4152 -0.0104 0.0001 0.0397 -0.75
C -1.2735 3.7124 -0.6937 0.0525 0.0589 -0.0492 -0.30
C -1.5409 1.2134 1.1507 -0.1725 0.1397 -0.0719 0.74
C -2.8966 1.5539 1.1530 0.0157 0.0598 -0.0209 -0.41
C -3.6062 1.5787 2.3418 0.0092 0.0055 0.0255 -0.94
C -2.9696 1.2489 3.5323 0.0208 0.0282 -0.0077 -0.49
C -1.6249 0.9095 3.5340 0.0123 0.0315 -0.0144 -0.78
C -0.9083 0.8869 2.3459 -0.0028 0.0052 0.0401 -0.51
H 1.4648 1.5287 0.3901 0.0987 -0.0123 -0.1220 0.36
H 0.6116 -3.0596 1.1807 -0.0293 -0.0126 -0.0107 0.50
H 1.5274 -3.8918 3.3160 0.0003 0.0043 -0.0036 0.43
H 3.3993 -2.7034 4.4046 0.0030 -0.0046 -0.0128 0.41
H 4.3906 -0.7045 3.3397 -0.0170 0.0073 0.0109 0.42
H 3.4922 0.1287 1.2050 0.0208 -0.0329 -0.0147 0.37
H 3.3450 -2.7227 -1.0606 0.0001 -0.0024 -0.0176 0.42
H 5.0782 -2.8629 -2.8080 0.0049 0.0105 0.0140 0.40
H 5.4575 -0.9537 -4.3312 -0.0051 0.0017 0.0034 0.39
H 4.0816 1.0868 -4.1262 0.0035 0.0040 0.0103 0.42
H 2.3197 1.2224 -2.3975 -0.0009 0.0019 -0.0075 0.38
H -0.3347 1.6062 -3.1877 -0.0039 0.0041 -0.0011 0.45
H -0.3616 3.7245 -4.4560 -0.0139 -0.0064 0.0031 0.42
H -0.9837 5.8320 -3.3184 0.0103 -0.0033 0.0038 0.40
H -1.5585 5.8215 -0.9196 -0.0091 0.0004 -0.0022 0.42
H -1.5328 3.7139 0.3555 -0.0038 0.0008 0.0193 0.38
H -3.4054 1.7750 0.2203 0.0087 0.0043 0.0044 0.55
H -4.6590 1.8300 2.3368 0.0113 -0.0183 -0.0017 0.43
H -3.5299 1.2381 4.4578 0.0023 -0.0049 -0.0078 0.40
H -1.1362 0.6323 4.4583 -0.0105 -0.0104 -0.0081 0.42
H 0.1315 0.5823 2.3564 -0.0076 -0.0171 -0.0238 0.27
O -5.5288 -1.6142 2.5872 -0.0610 -0.0065 0.0205 -0.58
C -4.6318 -1.6531 1.7973 0.0462 -0.0505 -0.0256 0.38
C -3.1501 -1.9137 2.1144 -0.0419 0.0338 0.0575 -0.09
O -2.6788 -2.2131 3.1877 -0.0372 -0.0144 -0.0256 -0.66
C -2.4856 -1.6639 0.8533 0.4809 -0.1520 0.1033 0.47
C -3.3264 -1.3278 -0.1704 0.0370 0.2441 -0.6328 1.11
O -2.8632 -0.9646 -1.3294 -0.2826 -0.7040 -0.2460 -1.03
C -4.7295 -1.3605 0.2861 0.0059 0.0006 0.0507 0.11
O -5.7363 -1.1829 -0.3463 -0.0332 0.0736 0.0324 -0.58
O -1.1676 -1.6903 0.6415 -0.4427 -0.1118 1.0549 -0.79
S 0.1258 -5.2682 -3.2500 0.0132 -0.0539 -0.0063 -0.42
C -0.1693 -3.7788 -2.7930 0.0360 0.3096 -0.0713 0.68
N -0.3763 -2.6551 -2.4654 -0.0949 -0.6942 -0.2967 -0.66
```
Positions in Å, forces in eV/Å.

Calculated values
* E_LUMO (spin up / spin down): -1.491 / -1.490 eV
* ΔE to the lowest compared entry with this formula, charge and spin: 0.0 kJ/mol
* Kohn-Sham gap (spin up / spin down): 6.29 / 6.29 eV



3.
Here is a 2-piece molecular cluster, C30H22Br2O2 overall from OMol25. Energies are from wB97M-V/def2-TZVPD.

```
56
Properties=species:S:1:pos:R:3:forces:R:3:mulliken_charge:R:1
Br -5.9490 2.4904 2.7635 0.2677 -0.1966 0.0220 -0.15
C -4.2971 1.5755 2.8293 -0.1707 -0.0609 -0.0606 0.09
C -4.2590 0.1947 2.8419 -0.4227 -0.3585 0.0392 -0.59
C -3.0533 -0.4707 2.8744 0.2492 0.0412 -0.0493 -0.33
C -1.8406 0.2383 2.8936 -0.0756 0.0686 0.0465 0.93
C -0.5901 -0.4524 2.9064 -0.1451 0.0740 -0.2379 -0.34
C 0.6336 0.1797 2.8843 0.5299 0.1278 0.0877 0.04
C 1.8605 -0.4516 2.8648 -0.7567 0.2096 -0.1426 -0.35
C 3.1125 0.2387 2.8303 0.4547 0.2624 -0.0026 0.85
C 4.3258 -0.4719 2.8138 -0.3740 0.2017 0.0176 -0.39
C 5.5329 0.1919 2.7958 0.3819 -0.2997 0.0030 -0.60
C 5.5713 1.5730 2.7932 0.1851 -0.0062 0.0022 0.08
Br 7.2254 2.4871 2.7880 -0.2279 -0.1797 -0.0103 -0.14
C 4.3959 2.2953 2.8005 -0.3156 0.4924 0.0126 -0.71
C 3.1844 1.6433 2.8183 0.1018 -0.2452 -0.0004 -0.37
C -1.9108 1.6429 2.8938 -0.1429 -0.0739 -0.0049 -0.42
C -3.1200 2.2963 2.8594 0.3772 0.5301 0.0333 -0.72
H -5.1884 -0.3505 2.8302 -0.0549 -0.1641 -0.0434 0.44
H -3.0323 -1.5464 2.8832 -0.0257 -0.2237 -0.1052 0.37
H -0.6051 -1.5276 2.9147 -0.0954 -0.3748 -0.0948 0.39
H 0.6334 1.2509 2.8705 -0.0029 0.2488 -0.0574 0.00
H 1.8729 -1.5265 2.8746 0.0728 -0.3921 -0.0795 0.39
H 4.3048 -1.5468 2.8174 0.0220 -0.2786 -0.0235 0.42
H 6.4614 -0.3529 2.7869 0.0925 -0.1773 -0.0106 0.42
H 4.4337 3.3731 2.7956 -0.0393 0.0958 -0.0120 0.44
H 2.2834 2.2271 2.8239 -0.1120 0.2013 -0.0178 0.36
H -1.0113 2.2282 2.9314 0.1123 0.1962 -0.0464 0.35
H -3.1577 3.3739 2.8602 0.0469 0.1016 -0.0190 0.45
C -5.4417 0.2225 -3.6333 -0.2659 0.1175 -0.2177 -0.28
C -4.2547 0.1051 -4.3264 -0.0278 0.0544 -0.2104 -0.81
C -3.0998 -0.2444 -3.6638 0.1200 -0.0620 0.1960 -0.22
C -3.1052 -0.4751 -2.2910 -0.3794 0.1304 -0.5166 0.23
C -1.8907 -0.8918 -1.5348 1.4445 0.0010 -0.2247 0.36
C -0.6240 -0.7961 -2.1631 0.1176 0.2260 -0.4766 -0.51
C 0.6114 -1.1872 -1.5841 -1.5351 0.4383 -0.2887 0.34
C 1.8369 -1.1972 -2.4307 0.4059 0.0141 -0.5631 0.18
C 1.8063 -0.9810 -3.8060 -0.1081 -0.0186 0.2035 -0.15
C 2.9586 -1.0283 -4.5560 0.0495 0.0499 -0.2446 -0.85
C 4.1663 -1.3016 -3.9513 0.3533 -0.0144 -0.1862 -0.28
C 4.2177 -1.5282 -2.5916 0.1520 -0.0146 0.0267 -0.64
C 3.0634 -1.4755 -1.8402 -0.1290 0.0452 0.1208 -0.28
O 0.7175 -1.5270 -0.4110 0.7777 -0.4764 1.6830 -0.71
O -2.0392 -1.3164 -0.3945 -0.7884 -0.3241 1.5787 -0.69
C -4.3092 -0.3494 -1.6111 0.1397 -0.0116 0.1290 -0.29
C -5.4671 -0.0045 -2.2734 -0.1410 0.0406 0.0508 -0.63
H -6.3434 0.4897 -4.1582 -0.2087 0.0567 -0.0877 0.38
H -4.2248 0.2825 -5.3893 -0.0374 0.0126 -0.1895 0.38
H -2.1907 -0.3584 -4.2247 0.1738 -0.0246 -0.1114 0.46
H -0.5999 -0.3887 -3.1522 0.0260 0.0484 -0.2386 0.07
H 0.8755 -0.7918 -4.3053 -0.2313 0.0372 -0.0762 0.46
H 2.9128 -0.8566 -5.6193 0.0008 0.0173 -0.1868 0.38
H 5.0650 -1.3437 -4.5439 0.1987 -0.0147 -0.1017 0.38
H 5.1616 -1.7521 -2.1218 0.1783 -0.0387 0.1101 0.37
H 3.0959 -1.6590 -0.7801 -0.1236 -0.0347 0.2170 0.52
H -4.3219 -0.5340 -0.5512 0.1009 -0.0963 0.2327 0.56
H -6.3938 0.0850 -1.7315 -0.1951 0.0207 0.1259 0.38
```
Positions in Å, forces in eV/Å.

Calculated values
* E_LUMO: -3.265 eV
* Kohn-Sham gap: 2.79 eV



4.
Here is C30H22Cl2N8O3Ta as an isolated structure from OMol25. Energies are from wB97M-V/def2-TZVPD.

```
66
Properties=species:S:1:pos:R:3:forces:R:3:mulliken_charge:R:1
Ta -0.6737 0.4610 -0.3697 -0.3125 0.0236 0.5790 0.35
O 2.7106 3.2141 0.9310 0.0015 0.0123 0.0011 -0.77
C 2.9202 2.5529 2.0845 0.0060 -0.0180 0.0075 0.73
C 4.1430 2.7755 2.7185 -0.0128 -0.0167 0.0100 -0.61
C 4.4350 2.1415 3.9062 0.0161 0.0177 0.0016 -0.32
C 3.5189 1.2713 4.5004 0.0063 -0.0079 0.0109 -0.82
C 2.3085 1.0519 3.8870 -0.0083 0.0058 -0.0186 -0.73
C 1.9871 1.6810 2.6748 -0.0232 0.0111 -0.0370 0.08
C 0.7149 1.3676 2.0305 0.0740 0.0809 -0.0096 1.14
O 0.5154 1.7602 0.7955 -0.0822 -0.0029 0.0565 -0.85
N -0.2215 0.7120 2.6736 0.0078 -0.0412 -0.0443 -1.78
N -1.2420 0.4762 1.7885 0.0048 -0.0907 -0.1550 1.14
C -2.4373 0.3963 2.2278 -0.0377 0.0374 0.0386 -0.57
C -3.5113 0.2253 1.2503 -0.0032 0.0086 -0.0002 0.91
C -4.8416 0.1260 1.6195 -0.0044 0.0130 0.0321 -1.07
C -5.7970 -0.0173 0.6249 -0.0202 -0.0042 -0.0116 -0.42
C -5.3878 -0.0557 -0.6968 0.0236 0.0151 0.0120 -0.91
C -4.0336 0.0506 -0.9793 -0.0631 -0.0013 0.0189 -0.26
N -3.1141 0.1854 -0.0314 0.1314 0.0141 -0.0504 0.33
H 1.8562 2.9340 0.5626 -0.0135 -0.0010 -0.0005 0.30
H 4.8423 3.4556 2.2512 -0.0035 -0.0007 0.0025 0.48
H 5.3892 2.3261 4.3830 -0.0021 -0.0064 0.0002 0.42
H 3.7593 0.7768 5.4311 -0.0085 -0.0006 -0.0024 0.43
H 1.5801 0.3793 4.3186 0.0092 0.0004 0.0107 0.44
H -2.6339 0.4922 3.2908 -0.0111 0.0135 -0.0102 0.47
H -5.1149 0.1662 2.6652 -0.0089 0.0020 -0.0088 0.51
H -6.8450 -0.0955 0.8802 0.0031 0.0011 -0.0008 0.45
H -6.0980 -0.1617 -1.5040 -0.0004 -0.0023 0.0033 0.46
H -3.6773 0.0273 -2.0005 -0.0043 -0.0153 0.0075 0.44
N -0.2355 -2.1930 -2.3658 0.0017 -0.0818 -0.0865 0.21
C -0.7149 -2.7047 -1.1663 -0.0711 -0.1018 -0.0383 0.71
C -0.4791 -4.0634 -0.9439 0.0196 -0.0486 0.0065 -1.20
C -0.9163 -4.6416 0.2217 -0.0297 0.0200 0.0240 -0.49
C -1.6191 -3.8575 1.1308 0.0227 -0.0012 -0.0532 -1.06
C -1.8160 -2.5343 0.8236 -0.0755 0.0038 0.0138 0.01
N -1.3607 -1.9357 -0.2909 0.1547 0.1257 -0.2348 0.45
C -0.6233 -1.1122 -3.1203 -0.0555 -0.0109 0.1042 0.68
C -0.4468 -1.2131 -4.5077 -0.0025 0.0065 -0.0298 -1.04
C -0.8434 -0.1824 -5.3151 0.0082 -0.0044 -0.0736 -0.56
C -1.4456 0.9381 -4.7406 -0.0221 0.0218 0.0517 -0.91
C -1.5652 0.9855 -3.3807 0.0203 -0.0817 -0.0139 -0.33
N -1.1292 -0.0064 -2.5517 0.0011 -0.1450 0.0001 0.45
H 0.2470 -2.8896 -2.9097 0.0242 -0.0028 -0.0059 0.25
H 0.0471 -4.6466 -1.6884 0.0052 0.0143 0.0016 0.44
H -0.7276 -5.6887 0.4163 0.0031 0.0064 0.0028 0.46
H -1.9956 -4.2579 2.0601 -0.0057 0.0005 -0.0042 0.48
H -2.3571 -1.9104 1.5137 0.0046 0.0452 0.0274 0.20
H -0.0157 -2.1135 -4.9242 0.0059 0.0002 0.0133 0.43
H -0.7088 -0.2493 -6.3866 0.0003 -0.0005 0.0083 0.46
H -1.7971 1.7648 -5.3395 -0.0031 -0.0018 0.0051 0.48
H -1.9875 1.8402 -2.8776 0.0075 0.0221 0.0026 0.39
Cl 1.5863 1.6045 -2.0455 0.0640 0.0848 -0.1140 -0.14
C 2.7353 0.6739 -1.1157 0.0152 0.0080 -0.0132 1.11
C 4.0798 0.9750 -1.1561 -0.0090 0.0210 -0.0242 -0.67
C 4.9415 0.2482 -0.3481 -0.0137 -0.0200 0.0166 -0.60
C 4.4528 -0.7590 0.4739 0.0416 0.0215 -0.0136 -0.43
C 3.1019 -1.0493 0.4774 -0.0478 -0.0911 0.0830 0.82
Cl 2.4808 -2.2885 1.5213 0.0326 0.0468 -0.0387 -0.19
C 2.1942 -0.3367 -0.3146 -0.1850 -0.1488 0.0086 -1.04
N 0.8411 -0.5595 -0.2868 0.0865 0.6661 -0.1418 0.79
H 4.4402 1.7785 -1.7826 0.0027 -0.0026 0.0066 0.47
H 5.9981 0.4765 -0.3507 0.0000 -0.0080 0.0067 0.42
H 5.1174 -1.3167 1.1188 -0.0077 -0.0045 -0.0007 0.46
O -1.5459 4.6656 -0.3241 0.0025 0.0060 -0.0111 -0.56
C -1.4990 3.5272 -0.5777 0.0612 -0.1199 0.0120 0.75
N -1.4860 2.3556 -0.8607 0.2791 -0.2928 0.0599 -0.63
```
Positions in Å, forces in eV/Å.

Calculated values
* E_LUMO: -3.858 eV
* ΔE to the lowest compared entry with this formula, charge and spin: 0.0 kJ/mol
* Kohn-Sham gap: 6.53 eV
* net charge: +1